Entry from the Open Molecules 2025 dataset: a structure of composition C2H16CdO7 in a non-equilibrium geometry (ωB97M-V with the def2-TZVPD basis set).

Last column: natural (NBO) charge in e.
Geometry (Å):
O (1.23, -1.97, 22.46)  -1.36
H (-1.51, -3.59, 19.01)  0.12
Cd (-0.14, -0.96, 21.43)  1.79
C (0.12, -3.42, 17.60)  -0.63
O (1.60, 0.29, 20.63)  -0.98
H (-1.51, -2.14, 17.95)  0.11
H (-0.37, -3.83, 16.72)  0.19
C (-0.89, -2.80, 18.58)  -0.03
H (2.44, -0.14, 20.84)  0.51
O (-1.39, 0.70, 20.50)  -0.99
O (-2.05, -1.75, 22.05)  -0.97
H (0.58, -4.06, 20.22)  0.48
H (-2.27, -2.63, 22.40)  0.51
O (1.14, -4.41, 20.93)  -0.99
H (-0.40, 1.35, 22.98)  0.49
O (-0.27, -2.08, 19.59)  -1.08
H (0.84, -2.65, 17.30)  0.20
H (-1.14, 0.69, 19.56)  0.51
H (0.67, -4.24, 18.07)  0.20
H (1.84, 1.11, 20.18)  0.49
H (1.28, -2.79, 22.93)  0.45
O (-0.26, 0.40, 23.14)  -0.97
H (-2.26, 1.12, 20.52)  0.49
H (-2.84, -1.22, 22.16)  0.48
H (1.40, -3.61, 21.42)  0.49
H (-0.15, 0.31, 24.09)  0.51

multiplicity: 1
net charge: 0
ΔE to the lowest compared entry with this formula, charge and spin: 8.4 kcal/mol
M: 264.6 u
lowest unoccupied orbital energy: -0.53 eV



Entry from the Open Molecules 2025 dataset: a cluster of 5 separate species, C2H16NO4 in total in a non-equilibrium geometry (ωB97M-V with the def2-TZVPD basis set).

Last column: natural (NBO) charge in e.
Geometry (Å):
H (-2.79, 0.94, 0.63)  0.23
O (0.44, 2.18, -2.11)  -0.96
H (-2.93, 1.79, -1.09)  0.24
C (-1.14, 0.33, -0.73)  -0.22
O (1.45, -3.32, -0.50)  -1.01
H (-0.11, 2.88, -2.51)  0.51
H (0.13, -0.29, 3.21)  0.50
O (0.47, 0.30, 2.55)  -0.99
H (2.07, -3.45, -1.34)  0.52
O (1.87, -1.88, 1.91)  -0.93
H (2.73, -1.42, 1.75)  0.48
H (-3.27, 0.02, -1.03)  0.25
H (0.42, 0.73, 0.94)  0.46
H (1.43, -4.04, 0.15)  0.50
H (0.44, 1.64, -0.58)  0.45
H (-0.88, 0.48, -1.75)  0.23
C (-2.62, 0.88, -0.51)  -0.66
H (1.75, -2.24, 1.11)  0.48
H (-0.69, 1.97, 0.70)  0.44
N (-0.15, 1.19, 0.14)  -0.75
H (-0.97, -0.77, -0.53)  0.24
H (1.31, 2.47, -2.47)  0.50
H (1.03, -0.37, 2.06)  0.48

multiplicity: 1
net charge: +1
ΔE to the lowest compared entry with this formula, charge and spin: 47.5 kcal/mol
M: 118.2 u
lowest unoccupied orbital energy: -2.94 eV



Entry from the Open Molecules 2025 dataset: a cluster of 5 separate species, C2H16NO4 in total in a non-equilibrium geometry (ωB97M-V with the def2-TZVPD basis set).

Last column: natural (NBO) charge in e.
Geometry (Å):
O (1.54, 0.20, 1.62)  -1.01
O (-2.79, -2.31, 0.20)  -0.97
H (1.64, -2.57, -1.84)  0.23
H (2.23, -0.30, 2.05)  0.50
H (0.60, -1.93, -3.02)  0.25
H (0.52, -0.92, 1.00)  0.47
O (0.87, 2.75, 1.55)  -0.98
H (0.43, 3.88, -1.58)  0.49
H (0.71, 3.31, 0.77)  0.51
H (-0.75, -0.62, -1.41)  0.22
N (-0.04, -1.53, 0.32)  -0.72
H (0.38, -2.45, 0.42)  0.42
H (1.65, 1.16, 1.42)  0.55
O (-0.25, 3.69, -0.92)  -0.97
H (-2.84, -2.92, -0.54)  0.49
H (-1.03, -1.57, 0.58)  0.47
C (0.19, -1.05, -1.08)  -0.22
H (0.97, -0.30, -1.06)  0.23
H (-0.06, -3.05, -1.83)  0.21
H (0.98, 3.43, 2.23)  0.49
C (0.62, -2.20, -1.96)  -0.64
H (-0.85, 2.99, -1.19)  0.49
H (-3.63, -1.84, 0.27)  0.50

multiplicity: 1
net charge: +1
ΔE to the lowest compared entry with this formula, charge and spin: 7.7 kcal/mol
M: 118.2 u
lowest unoccupied orbital energy: -2.75 eV



Entry from the Open Molecules 2025 dataset: a cluster of 5 separate species, C2H16NO4S in total in a non-equilibrium geometry (ωB97M-V with the def2-TZVPD basis set).

Last column: natural (NBO) charge in e.
Geometry (Å):
S (1.25, -1.28, 1.54)  -0.07
H (-2.67, 1.57, 2.35)  0.49
H (-3.30, -1.93, -3.84)  0.49
H (2.28, -1.05, 2.38)  0.18
H (0.82, -0.38, -1.39)  0.23
C (1.95, -0.17, 0.29)  -0.54
H (-3.16, 1.22, -2.35)  0.48
H (4.69, -1.07, 2.98)  0.47
H (-0.23, 1.25, 0.88)  0.46
O (-1.79, 1.18, 2.29)  -0.97
H (-0.76, -0.18, 0.35)  0.45
H (-1.92, 0.43, 2.89)  0.49
H (2.52, 0.64, 0.74)  0.24
O (-2.73, 0.57, -1.78)  -1.01
H (2.69, -0.72, -0.30)  0.24
C (0.91, 0.45, -0.68)  -0.25
N (-0.36, 0.70, 0.03)  -0.67
H (1.34, 1.29, -1.21)  0.24
H (-4.36, -0.98, -3.67)  0.48
H (5.75, -0.54, 2.05)  0.48
H (-0.99, 1.31, -0.48)  0.47
O (4.79, -0.53, 2.19)  -0.95
H (-2.95, -0.30, -2.18)  0.51
O (-3.76, -1.49, -3.11)  -0.93

multiplicity: 1
net charge: +1
ΔE to the lowest compared entry with this formula, charge and spin: 4.4 kcal/mol
M: 150.2 u
lowest unoccupied orbital energy: -2.66 eV



HOMO level, record by record: -7.25; -15.08; -14.79; -12.72 eV
Total energy, record by record: -780.14211; -441.23176; -441.29512; -839.46149 Eh